Entry from the Open Molecules 2025 dataset: a 2-piece molecular cluster, C8H14N2O2 overall at a distorted geometry (ωB97M-V/def2-TZVPD).

Properties
Structure (SMILES) = CN(C=O)C=O.CC(C)CC#N
ΔE to the lowest compared entry with this formula, charge and spin = 40.49 kcal per mole

Element x y z (Å)
C -1.728 0.809 1.802
N -2.171 0.305 0.502
C -2.126 -1.045 0.224
O -2.463 -1.549 -0.826
C -2.589 1.205 -0.473
O -2.661 2.402 -0.301
H -0.701 0.570 1.978
H -2.347 0.383 2.586
H -1.825 1.889 1.762
H -1.753 -1.633 1.084
H -2.862 0.746 -1.396
C 1.025 -1.637 -0.883
C 1.990 -0.631 -0.258
C 2.714 0.190 -1.323
C 1.272 0.281 0.748
C 0.240 1.108 0.099
N -0.603 1.723 -0.418
H 0.257 -1.127 -1.464
H 1.555 -2.322 -1.560
H 0.529 -2.240 -0.121
H 2.741 -1.191 0.327
H 3.479 0.844 -0.895
H 3.268 -0.473 -2.013
H 1.988 0.742 -1.928
H 0.799 -0.306 1.530
H 1.973 0.958 1.216

Computed Mulliken charges, given in elementary charges: C -1.094; N 0.037; C -0.038; O -0.547; C 0.143; O -0.483; H 0.414; H 0.410; H 0.340; H 0.438; H 0.418; C -1.453; C 0.471; C -1.481; C -0.719; C 0.252; N -0.422; H 0.299; H 0.450; H 0.297; H 0.310; H 0.369; H 0.413; H 0.343; H 0.388; H 0.443



Entry from the Open Molecules 2025 dataset: one molecule with the formula C8H14N2O5 at a distorted geometry (ωB97M-V/def2-TZVPD).

Properties
Structure (SMILES) = C[C@H](NC(=O)[C@@H](N)CCC(=O)O)C(=O)O
ΔE to the lowest compared entry with this formula, charge and spin = 16.88 kcal per mole

Element x y z (Å)
C -2.136 -1.667 1.630
C -1.493 -0.850 0.483
N -1.960 0.542 0.524
C -1.321 1.606 -0.035
O -1.883 2.693 -0.111
C 0.136 1.309 -0.534
N 0.578 2.351 -1.362
C 1.203 1.035 0.569
C 2.570 0.687 -0.049
C 2.675 -0.777 -0.248
O 1.815 -1.428 -0.792
O 3.822 -1.346 0.129
C -1.993 -1.422 -0.922
O -2.955 -1.056 -1.541
O -1.178 -2.355 -1.478
H -1.916 -2.735 1.542
H -1.681 -1.244 2.547
H -3.203 -1.471 1.715
H -0.384 -0.825 0.413
H -2.942 0.714 0.718
H -0.021 0.470 -1.179
H 0.747 3.136 -0.781
H -0.140 2.676 -1.984
H 0.878 0.367 1.328
H 1.268 1.990 1.121
H 3.392 1.050 0.587
H 2.681 1.207 -1.044
H 3.724 -2.257 -0.161
H -0.282 -2.401 -1.086

Computed Mulliken charges, given in elementary charges: C -1.615; C 1.193; N -0.079; C 0.165; O -0.700; C 0.225; N -0.711; C -1.103; C -0.558; C 0.512; O -0.557; O -0.471; C 0.362; O -0.556; O -0.493; H 0.339; H 0.396; H 0.385; H -0.497; H 0.287; H 0.351; H 0.265; H 0.296; H 0.638; H 0.506; H 0.298; H 0.371; H 0.348; H 0.405



Entry from the Open Molecules 2025 dataset: an isolated ion of composition C8H14N2O6P and charge +1 at a distorted geometry (ωB97M-V/def2-TZVPD).

Properties
Total charge = +1
Structure (SMILES) = CC(=O)OCc1n(O)c(P(C)O)c[n+]1COO
Total energy = -1215.11263 hartree

Element x y z (Å)
C -0.847 -0.674 3.518
C -1.764 -0.578 2.234
O -2.002 -1.625 1.673
O -2.290 0.641 1.816
C -2.463 0.692 0.393
C -1.116 0.532 -0.392
N -0.038 1.410 -0.387
O 0.081 2.585 0.254
C 0.947 0.826 -1.209
P 2.680 1.353 -1.673
C 3.870 1.042 -0.233
O 2.615 3.036 -1.936
C 0.469 -0.431 -1.768
N -0.829 -0.530 -1.215
C -1.680 -1.699 -1.572
O -0.894 -2.714 -2.170
O -0.658 -3.735 -1.276
H 0.214 -0.894 3.228
H -1.205 -1.585 4.076
H -0.955 0.240 4.160
H -2.952 1.683 0.164
H -3.215 -0.089 0.089
H 0.044 2.451 1.224
H 4.636 0.271 -0.526
H 4.439 2.000 -0.078
H 3.351 0.796 0.729
H 3.033 3.128 -2.815
H 1.037 -1.103 -2.441
H -2.429 -1.341 -2.339
H -2.267 -2.127 -0.720
H 0.187 -3.566 -0.809

Computed Mulliken charges, given in elementary charges: C -0.988; C 0.811; O -0.475; O -0.386; C -0.572; C 0.058; N 0.520; O -0.373; C -0.086; P 0.142; C -0.842; O -0.516; C -0.420; N 0.405; C -0.552; O -0.195; O -0.331; H 0.259; H 0.330; H 0.327; H 0.369; H 0.349; H 0.389; H 0.309; H 0.305; H 0.263; H 0.353; H 0.472; H 0.292; H 0.457; H 0.326



Entry from the Open Molecules 2025 dataset: C8H14N2O8S2 as an isolated structure at a distorted geometry (ωB97M-V/def2-TZVPD).

Properties
Total energy = -1820.95244 hartree

Element x y z (Å)
C -3.274 1.312 0.637
C -2.334 0.619 1.529
N -1.549 0.170 2.274
H -3.936 0.597 0.083
H -2.719 1.776 -0.131
H -3.878 1.993 1.259
C -0.675 1.068 -2.399
C -1.555 -0.049 -2.151
N -2.221 -0.786 -1.625
H 0.141 0.767 -3.022
H -0.215 1.306 -1.492
H -1.152 1.968 -2.760
C 0.308 -2.919 0.688
C -0.494 -3.595 -0.403
O 0.198 -3.278 -1.731
S 1.627 -2.699 -1.368
O 1.594 -1.264 -1.463
O 2.654 -3.377 -2.136
O 1.669 -3.117 0.151
H 0.356 -3.470 1.651
H 0.046 -1.816 0.769
H -1.501 -3.193 -0.533
H -0.426 -4.653 -0.410
C 2.117 1.027 1.240
C 1.302 1.870 2.177
O 0.351 2.655 1.286
S 1.313 3.124 0.134
O 2.351 3.944 0.598
O 0.448 3.532 -0.977
O 1.986 1.683 -0.100
H 1.752 0.013 1.192
H 3.155 1.080 1.489
H 1.870 2.544 2.815
H 0.688 1.166 2.730

Computed Mulliken charges, given in elementary charges: C -0.841; C 0.556; N -0.554; H 0.325; H 0.184; H 0.341; C -0.449; C 0.452; N -0.517; H 0.350; H -0.214; H 0.399; C 0.068; C -0.398; O -0.308; S 1.045; O -0.404; O -0.626; O -0.355; H 0.339; H -0.003; H 0.310; H 0.309; C 0.232; C -0.513; O -0.300; S 1.210; O -0.578; O -0.580; O -0.302; H -0.191; H 0.349; H 0.251; H 0.414